Entry i
{"formula": "C7H12N", "method": "the ωB97M-V functional and the def2-TZVPD basis", "elements": ["C", "C", "C", "C", "C", "C", "C", "N", "H", "H", "H", "H", "H", "H", "H", "H", "H", "H", "H", "H"], "positions_angstrom": [[-0.44009, -1.54381, 0.10069], [-0.02384, -0.51388, 0.80014], [1.55087, 0.32927, 2.25143], [0.40026, 0.51446, 1.63501], [-0.44750, -1.76600, -1.38770], [0.46347, 0.54520, -1.74145], [-0.52654, 1.69928, 1.90672], [-0.43472, -0.46452, -2.09950], [-0.78885, -2.43752, 0.57842], [1.83154, 1.23725, 2.89484], [2.30927, -0.46738, 2.23919], [0.31468, -2.38557, -1.76524], [-1.23407, -2.36973, -1.71719], [0.01648, 1.63108, -1.55778], [1.43430, 0.30611, -1.59311], [-0.85559, 2.16230, 0.88680], [-0.13158, 2.47274, 2.63793], [-1.41678, 1.19719, 2.35783], [-0.40896, -0.68845, -3.17072], [-1.43028, -0.05728, -1.95115]], "lowdin_charge": [-0.062, 0.070, 0.088, -0.421, -0.130, 0.055, -0.041, -0.065, 0.116, 0.108, 0.095, 0.124, 0.118, 0.143, 0.049, 0.100, 0.105, 0.095, 0.229, 0.223], "charge": 1, "spin_multiplicity": 1, "gap_ev": [9.16, 6.70]}

=====

Entry ii
{"formula": "C7H12N", "method": "the ωB97M-V functional and the def2-TZVPD basis", "elements": ["C", "C", "C", "C", "C", "C", "C", "N", "H", "H", "H", "H", "H", "H", "H", "H", "H", "H", "H", "H"], "positions_angstrom": [[-0.01632, 0.84063, 0.72602], [-0.72252, 1.79930, -0.14172], [1.58726, 0.54649, 0.69286], [-0.75685, -0.24556, -0.12243], [-1.56489, -1.28500, 0.76479], [1.71847, -0.19049, -0.70591], [0.34971, -0.90158, -0.95290], [-1.47719, 0.94500, -0.79344], [-0.11050, 1.02423, 1.85011], [-0.60793, 2.93084, -0.10724], [-2.20091, 0.86593, -1.48101], [1.84557, -0.14857, 1.50478], [-0.90902, -1.96965, 1.04999], [-2.22505, -1.71137, 0.05933], [-2.09558, -0.75600, 1.57071], [1.86714, 0.57760, -1.47410], [2.46393, -0.87012, -0.78935], [2.35298, 1.27169, 0.77332], [0.58256, -1.84085, -0.53094], [-0.08085, -0.88252, -1.89286]], "lowdin_charge": [-0.164, 0.084, -0.055, -0.339, 0.048, -0.122, -0.089, 0.241, 0.187, 0.182, 0.177, 0.120, 0.038, 0.080, 0.106, 0.118, 0.074, 0.096, 0.113, 0.103], "charge": 1, "spin_multiplicity": 1, "gap_ev": 10.47}

=====

entry ii comes first in stability; the runner-up is 3.396 eV higher.